{"formula": "C78H170N8O11", "method": "ωB97M-V/def2-TZVPD", "lumo_ev": 0.44, "e_above_lowest_ev": 0.000, "homo_energy_ev": -8.44, "smiles": "CC1(C)CCCC(C)(C)N1O.CC1(C)CCCC(C)(C)N1O.CC1(C)CCCC(C)(C)N1O.CC1(C)CCCC(C)(C)N1O.CC1(C)CCCC(C)(C)N1O.CC1(C)CCCC(C)(C)N1O.CC1(C)CCCC(C)(C)N1O.CC1(C)CCCC(C)(C)N1O.CCO.CCO.CCO", "spin_multiplicity": 1, "elements": ["C", "C", "C", "C", "C", "C", "C", "C", "C", "N", "O", "H", "H", "H", "H", "H", "H", "H", "H", "H", "H", "H", "H", "H", "H", "H", "H", "H", "H", "H", "C", "C", "C", "C", "C", "C", "C", "C", "C", "N", "O", "H", "H", "H", "H", "H", "H", "H", "H", "H", "H", "H", "H", "H", "H", "H", "H", "H", "H", "H", "C", "C", "C", "C", "C", "C", "C", "C", "C", "N", "O", "H", "H", "H", "H", "H", "H", "H", "H", "H", "H", "H", "H", "H", "H", "H", "H", "H", "H", "H", "C", "C", "C", "C", "C", "C", "C", "C", "C", "N", "O", "H", "H", "H", "H", "H", "H", "H", "H", "H", "H", "H", "H", "H", "H", "H", "H", "H", "H", "H", "C", "C", "C", "C", "C", "C", "C", "C", "C", "N", "O", "H", "H", "H", "H", "H", "H", "H", "H", "H", "H", "H", "H", "H", "H", "H", "H", "H", "H", "H", "C", "C", "C", "C", "C", "C", "C", "C", "C", "N", "O", "H", "H", "H", "H", "H", "H", "H", "H", "H", "H", "H", "H", "H", "H", "H", "H", "H", "H", "H", "C", "C", "C", "C", "C", "C", "C", "C", "C", "N", "O", "H", "H", "H", "H", "H", "H", "H", "H", "H", "H", "H", "H", "H", "H", "H", "H", "H", "H", "H", "C", "C", "C", "C", "C", "C", "C", "C", "C", "N", "O", "H", "H", "H", "H", "H", "H", "H", "H", "H", "H", "H", "H", "H", "H", "H", "H", "H", "H", "H", "C", "C", "O", "H", "H", "H", "H", "H", "H", "C", "C", "O", "H", "H", "H", "H", "H", "H", "C", "C", "O", "H", "H", "H", "H", "H", "H"], "coordinates": [[2.06284, -4.58813, 4.71471], [0.69729, -5.25989, 4.73672], [-0.04962, -4.99118, 3.40419], [0.87633, -6.79329, 4.98795], [1.32232, -7.12188, 6.35570], [0.39965, -6.54367, 7.40634], [0.19290, -5.03335, 7.23641], [-1.01703, -4.58901, 8.11522], [1.43727, -4.26239, 7.71855], [-0.20173, -4.81562, 5.83236], [-0.26388, -3.40706, 5.67438], [2.81311, -5.04433, 5.35538], [2.40861, -4.70371, 3.68920], [2.01154, -3.52599, 4.94050], [-1.13149, -4.96031, 3.50361], [0.24408, -4.02243, 2.98355], [0.31767, -5.81674, 2.76620], [-0.00826, -7.31073, 4.64137], [1.70437, -7.07286, 4.30022], [1.29517, -8.22150, 6.43822], [2.34957, -6.74875, 6.48638], [0.82658, -6.75798, 8.38741], [-0.60350, -6.97207, 7.41865], [-1.24624, -3.55920, 7.92084], [-0.75539, -4.79841, 9.14802], [-1.92347, -5.15820, 7.89707], [1.75487, -3.55631, 6.96602], [2.29190, -4.91781, 7.88726], [1.15734, -3.72052, 8.63060], [-1.21770, -3.24642, 5.58377], [-3.15567, -1.46288, 4.19564], [-4.12591, -2.60756, 3.95155], [-5.56054, -2.01329, 3.94226], [-3.78082, -3.17623, 2.56315], [-4.40042, -4.51041, 2.20023], [-4.04123, -5.48875, 3.33196], [-4.41443, -4.96195, 4.73855], [-5.96800, -5.10940, 4.88955], [-3.78099, -5.93759, 5.70011], [-3.82494, -3.68044, 4.87929], [-4.09553, -3.18556, 6.18485], [-3.18859, -0.70732, 3.41042], [-3.33492, -0.97783, 5.16727], [-2.14347, -1.82778, 4.20719], [-5.80077, -1.63561, 4.95561], [-5.60753, -1.12840, 3.29223], [-6.29742, -2.72582, 3.59502], [-3.99746, -2.37508, 1.86597], [-2.70359, -3.36668, 2.64827], [-5.46740, -4.39594, 2.10264], [-4.00008, -4.92822, 1.26414], [-2.96059, -5.71584, 3.31303], [-4.59076, -6.43413, 3.24157], [-6.52957, -4.66836, 4.07982], [-6.25949, -4.55298, 5.78130], [-6.24986, -6.15952, 5.00022], [-4.03123, -5.74892, 6.72668], [-2.68090, -5.86773, 5.62791], [-4.13400, -6.93087, 5.41540], [-5.03868, -2.96372, 6.22232], [1.38635, -1.04741, -6.20334], [2.85146, -0.72869, -5.82440], [3.64313, -0.47705, -7.11950], [2.92253, 0.56731, -5.04053], [2.42369, 0.40503, -3.60560], [3.20144, -0.67968, -2.96757], [3.20288, -2.03781, -3.74128], [4.20630, -2.98006, -3.13850], [1.75247, -2.70529, -3.61230], [3.60993, -1.70323, -5.08409], [3.54028, -2.93174, -5.81997], [0.74630, -0.68709, -5.39767], [1.11397, -0.45090, -7.06913], [1.24989, -2.12700, -6.36072], [3.25685, 0.37708, -7.69189], [4.66030, -0.19178, -6.84706], [3.70981, -1.34803, -7.75904], [3.99659, 0.81573, -4.93114], [2.47070, 1.35139, -5.64171], [2.55792, 1.36180, -3.07214], [1.35814, 0.12558, -3.48999], [2.86000, -0.86437, -1.95027], [4.22950, -0.34502, -2.78434], [4.06951, -3.98851, -3.52753], [4.07378, -2.97945, -2.04125], [5.22058, -2.62321, -3.38340], [1.51786, -3.32679, -4.48732], [0.94361, -1.97115, -3.51342], [1.80010, -3.35021, -2.73733], [4.47015, -3.25651, -5.84649], [9.66692, 0.86281, 1.31948], [9.23975, 0.83264, -0.15936], [10.23870, 1.65523, -0.98569], [9.17711, -0.61466, -0.63107], [8.00733, -1.41197, -0.02218], [6.73584, -0.64249, -0.42662], [6.70193, 0.81649, 0.06496], [5.52261, 1.52800, -0.62790], [6.39140, 0.87280, 1.55743], [7.91467, 1.44396, -0.49104], [7.81448, 2.85735, -0.10711], [9.52674, 1.85455, 1.77222], [9.13209, 0.16164, 1.96507], [10.72591, 0.64095, 1.29029], [10.37975, 2.66788, -0.63392], [11.20571, 1.15452, -0.91713], [9.97844, 1.66117, -2.04634], [9.04236, -0.50920, -1.70099], [10.15793, -1.05427, -0.39706], [7.98689, -2.41674, -0.44507], [8.09169, -1.50718, 1.08345], [5.91495, -1.19987, 0.02198], [6.67660, -0.55861, -1.53058], [5.64085, 1.61350, -1.71051], [5.36997, 2.48433, -0.14750], [4.61410, 0.94092, -0.35856], [6.92529, 0.15374, 2.18608], [5.34650, 0.60148, 1.62583], [6.45490, 1.89857, 1.99015], [7.77970, 2.89276, 0.85671], [3.57482, 4.02313, -2.25903], [2.37623, 4.89580, -2.72165], [2.94210, 6.06234, -3.50355], [1.48456, 4.05758, -3.66853], [0.11127, 4.63268, -3.85019], [-0.57602, 4.94389, -2.54541], [0.30531, 5.86419, -1.64550], [0.19960, 7.31750, -2.19596], [-0.42007, 5.82913, -0.27125], [1.58494, 5.25200, -1.48936], [2.38621, 6.10503, -0.70092], [4.14598, 4.66397, -1.57523], [3.25886, 3.16903, -1.68017], [4.15900, 3.69897, -3.11402], [2.17515, 6.38263, -4.21780], [3.36009, 6.93216, -2.99123], [3.76018, 5.65428, -4.11516], [2.01930, 3.95929, -4.61643], [1.37372, 3.02194, -3.29363], [0.06811, 5.57042, -4.45898], [-0.49545, 3.87736, -4.39267], [-0.84144, 4.08319, -1.94541], [-1.48381, 5.51898, -2.73627], [0.66651, 8.01404, -1.51268], [-0.85911, 7.60741, -2.24836], [0.64113, 7.42045, -3.19524], [-0.43136, 4.78004, 0.04959], [-1.43789, 6.23085, -0.41028], [0.13986, 6.37141, 0.47502], [2.64086, 6.88729, -1.23269], [-6.92637, 2.21422, -5.00995], [-6.59615, 3.16201, -3.76037], [-7.63308, 2.81857, -2.65809], [-5.22302, 2.83693, -3.18793], [-4.59923, 3.86960, -2.26774], [-4.79358, 5.20319, -2.90387], [-6.23678, 5.66534, -3.36726], [-7.05438, 5.88952, -2.07072], [-5.99715, 6.92164, -4.26641], [-6.57388, 4.55894, -4.30619], [-7.90950, 4.87239, -4.66559], [-6.74133, 1.19938, -4.64144], [-7.95570, 2.43789, -5.25734], [-6.27587, 2.40558, -5.88896], [-7.11470, 2.86025, -1.71061], [-8.51550, 3.46922, -2.62737], [-7.96063, 1.80259, -2.89162], [-5.30979, 1.85188, -2.73142], [-4.63102, 2.57733, -4.06673], [-5.04366, 3.84118, -1.27157], [-3.52847, 3.65907, -2.23568], [-4.19047, 5.26299, -3.82097], [-4.46531, 5.96241, -2.20139], [-7.08741, 4.96930, -1.47163], [-8.04020, 6.21532, -2.39251], [-6.53243, 6.66883, -1.52978], [-5.16388, 7.45796, -3.79994], [-6.90775, 7.52270, -4.18712], [-5.86637, 6.69408, -5.30607], [-7.89491, 4.85202, -5.63102], [-3.69495, -4.15204, -1.48176], [-4.02868, -3.86803, -2.99091], [-3.60895, -5.13746, -3.77066], [-5.53742, -3.70011, -3.10708], [-5.98476, -3.07806, -4.46682], [-5.23144, -1.81127, -4.73284], [-3.71101, -1.93437, -4.51798], [-3.20702, -2.55419, -5.87879], [-3.12521, -0.51656, -4.47423], [-3.42894, -2.59190, -3.25236], [-2.01444, -2.77277, -3.24309], [-2.65361, -4.46284, -1.37356], [-3.90998, -3.30289, -0.79706], [-4.30701, -5.03884, -1.27392], [-2.52814, -5.21045, -3.87741], [-3.95622, -5.94491, -3.12575], [-4.04445, -5.24660, -4.76270], [-5.87065, -4.73610, -3.13703], [-5.93712, -3.17234, -2.24115], [-5.74170, -3.81890, -5.22502], [-7.07755, -2.97336, -4.49190], [-5.52075, -1.08411, -3.96317], [-5.36980, -1.40669, -5.74458], [-2.24097, -3.03317, -5.76403], [-3.03621, -1.74456, -6.58185], [-3.80319, -3.35445, -6.33034], [-3.29811, -0.05787, -3.49719], [-3.75461, 0.03998, -5.19409], [-2.09347, -0.44557, -4.80873], [-1.68620, -2.04404, -2.71793], [0.88671, -0.50076, 3.21533], [0.77348, -0.34039, 1.66123], [2.18025, -0.12523, 1.08898], [0.28114, -1.70585, 1.12715], [-0.39687, -1.61349, -0.25959], [-1.43007, -0.54183, -0.26639], [-0.84345, 0.85817, 0.14620], [0.02916, 1.32919, -1.01096], [-2.05536, 1.84085, 0.26083], [-0.30171, 0.69365, 1.49287], [0.26529, 1.90493, 1.92392], [1.26284, 0.45591, 3.52359], [-0.03755, -0.83811, 3.63789], [1.61578, -1.31491, 3.39499], [2.24913, 0.05935, 0.01544], [2.62263, 0.75908, 1.57945], [2.75363, -0.99993, 1.42250], [1.12299, -2.39900, 1.15195], [-0.48951, -1.95023, 1.86157], [0.40458, -1.39705, -0.96717], [-0.84769, -2.53728, -0.58696], [-2.27265, -0.75464, 0.39834], [-1.84425, -0.37437, -1.27484], [0.87265, 0.67022, -1.18256], [0.32927, 2.37050, -0.84467], [-0.58362, 1.33306, -1.92151], [-2.45246, 1.99318, -0.73768], [-1.63633, 2.75169, 0.66287], [-2.84776, 1.56718, 0.97479], [0.91427, 2.24377, 1.30257], [3.23914, 3.73841, 2.97125], [3.26276, 4.32724, 1.53785], [2.24966, 3.69269, 0.76970], [3.26942, 2.64830, 2.86056], [2.34552, 4.00612, 3.48393], [4.08536, 4.13506, 3.53443], [4.27177, 4.25597, 1.08761], [2.98698, 5.37657, 1.56882], [2.05398, 4.23462, -0.00403], [4.61578, -0.94163, 4.58005], [4.51009, 0.45049, 5.18625], [5.33102, 0.51203, 6.38264], [4.04798, -1.00544, 3.65321], [4.23327, -1.66327, 5.30442], [5.64415, -1.14180, 4.30063], [3.46153, 0.65778, 5.36963], [4.85620, 1.10805, 4.37267], [5.03954, 1.29064, 6.89961], [-0.93144, 4.77804, 3.38422], [-0.99908, 5.41344, 4.77054], [-1.15515, 6.82603, 4.65425], [-1.80300, 4.99638, 2.76648], [-0.89998, 3.69984, 3.51071], [-0.13993, 5.12967, 2.73557], [-0.04419, 5.33030, 5.30065], [-1.74807, 4.94524, 5.40278], [-0.95276, 7.24802, 5.51265]], "forces_ev_per_a": [[0.2, 0.1, -0.6], [-0.9, -0.8, 1.3], [1.2, -0.3, 0.2], [0.9, 1.3, -2.4], [-0.3, -0.8, 0.7], [-0.2, 0.4, 0.4], [-0.3, -0.4, 0.6], [0.4, -1.1, -0.6], [-0.2, 0.1, -0.2], [0.4, 0.3, -0.1], [-0.9, 0.7, -0.2], [-0.1, -0.1, 0.2], [0.3, 0.1, -0.1], [-0.1, 0.0, -0.1], [0.1, -0.4, 0.2], [0.1, -0.2, 0.0], [-0.6, 0.5, -0.3], [-0.4, -0.2, 0.2], [-0.5, -0.1, 0.1], [0.5, 0.3, 0.2], [-0.3, -0.3, 0.2], [-0.1, 0.2, 0.2], [0.1, -0.5, -0.4], [0.0, 0.6, 0.3], [0.0, 0.3, 0.2], [0.1, -0.1, -0.2], [0.0, 0.4, 0.1], [-0.1, 0.0, 0.3], [0.5, -0.1, -0.2], [0.2, 0.1, 0.0], [-0.1, 0.4, 0.7], [-0.3, 0.2, -1.7], [0.4, 0.1, 0.7], [0.7, 0.0, 0.3], [0.5, -0.4, 0.6], [-0.3, 0.0, 0.0], [-1.0, -2.0, -1.5], [0.7, 0.9, 0.5], [0.8, -0.1, 0.0], [-0.1, 1.6, 1.3], [0.3, 0.0, 0.6], [-0.2, 0.0, -0.1], [0.0, -0.1, -0.3], [0.5, -0.3, 0.0], [-0.2, -0.2, -0.5], [0.2, -0.3, 0.1], [-0.2, 0.0, 0.1], [0.2, 0.0, -0.5], [0.1, 0.3, -0.5], [-0.6, -0.2, -0.2], [-0.2, 0.4, 0.1], [-0.5, 0.1, -0.1], [0.2, 0.1, -0.3], [-0.1, -0.1, -0.4], [-0.3, -0.3, 0.2], [0.1, 0.2, 0.0], [-0.3, 0.1, 0.5], [-0.4, -0.2, -0.1], [0.2, -0.1, 0.2], [0.0, -0.1, 0.0], [0.3, -0.1, 0.8], [0.0, 0.9, -1.5], [0.4, 0.4, 0.0], [0.6, 0.0, 0.6], [-1.0, 0.8, -0.3], [1.2, -1.1, 1.0], [-2.1, 1.1, 0.9], [0.6, 0.1, 0.4], [0.9, 0.3, -0.4], [0.3, -1.2, -0.2], [1.1, -0.6, -0.4], [-0.3, -0.4, 0.0], [0.0, -0.2, -0.3], [-0.1, 0.5, -0.2], [-0.2, -0.3, 0.1], [0.1, -0.1, 0.0], [-0.2, -0.2, -0.1], [-0.3, 0.1, -0.2], [-0.3, 0.2, 0.2], [0.0, -0.5, 0.0], [0.2, 0.4, -0.5], [-0.4, -0.2, 0.1], [0.2, -0.1, -0.4], [0.1, 0.0, 0.1], [0.2, -0.2, -0.4], [-0.2, -0.2, 0.2], [0.2, 0.1, 0.3], [0.2, -0.2, 0.1], [-0.3, 0.0, 0.1], [-1.0, 0.5, 0.0], [-0.5, 0.6, -0.1], [-0.7, 1.3, 0.5], [0.5, -1.0, -0.1], [0.3, 0.0, 0.4], [0.3, 1.1, -0.4], [0.3, -0.2, 0.3], [-0.3, -0.4, -1.1], [-0.7, -0.9, 0.8], [0.3, 0.5, 0.5], [-0.5, 0.8, 1.3], [0.9, -0.9, -0.7], [0.2, -0.1, -0.2], [0.2, -0.1, -0.2], [0.3, -0.1, 0.5], [-0.3, 0.2, 0.1], [0.2, 0.0, 0.0], [-0.2, 0.1, 0.1], [0.1, -0.6, -0.4], [-0.2, -0.1, -0.3], [0.0, 0.0, 0.1], [0.0, 0.1, -0.7], [-0.6, 0.2, -0.4], [-0.2, -0.5, 0.5], [0.0, 0.0, 0.2], [0.0, 0.4, -0.3], [0.4, 0.3, -0.6], [0.2, 0.3, -0.1], [-0.4, -0.1, 0.2], [0.1, -0.7, -0.2], [0.1, -0.1, 0.2], [-0.6, 1.1, 0.5], [0.1, -1.3, 0.5], [-0.1, 0.1, -1.3], [0.5, -0.3, 0.6], [-1.3, 0.0, -1.1], [0.7, 0.9, 0.4], [-3.0, 0.2, -0.1], [0.4, -0.5, -0.1], [0.4, -0.3, -0.7], [1.4, 0.1, -1.0], [0.6, 0.7, 0.3], [0.4, -0.3, -0.3], [-0.2, -0.4, 0.1], [0.2, 0.0, 0.0], [0.3, 0.4, 0.1], [-0.2, -0.2, 0.2], [-0.2, 0.2, 0.1], [0.0, 0.1, -0.1], [0.1, 0.5, 0.1], [0.4, -0.7, 0.2], [0.2, 0.5, 0.0], [0.0, -0.5, -0.1], [-0.2, -0.2, 0.0], [0.3, 0.3, 0.1], [0.3, -0.2, 0.0], [-0.1, 0.1, 0.3], [-0.3, 0.2, 0.1], [0.4, -0.2, 0.3], [0.0, 0.4, 0.2], [-0.3, -0.4, 0.2], [1.2, 1.2, 1.2], [-0.5, -0.1, -0.8], [-0.1, 0.4, -0.8], [-0.1, -1.3, -1.0], [-0.6, -0.7, -0.8], [-0.2, 1.7, -0.6], [3.1, -1.8, -0.1], [0.0, -0.4, -1.6], [-1.3, -0.1, 2.2], [-0.8, 0.0, 1.4], [-0.9, -0.1, -0.9], [-0.4, 0.0, -0.4], [-0.3, -0.5, -0.2], [-0.3, 0.0, 0.6], [-0.2, -0.2, 0.4], [0.3, -0.1, -0.2], [-0.1, 0.0, 0.5], [-0.1, -0.1, 0.4], [0.7, 0.6, 0.0], [0.2, -0.1, 0.1], [0.0, 0.1, 0.5], [0.2, 0.0, 0.3], [0.4, 0.4, 0.0], [-0.1, 0.5, -0.2], [-0.3, 0.0, 0.5], [-0.1, 0.2, 0.3], [-0.1, 0.2, -0.5], [0.2, 0.3, -0.1], [0.5, -0.3, -0.3], [-0.1, 0.1, 0.1], [-0.4, -0.5, -0.7], [0.0, -0.2, 1.5], [0.4, 0.5, 0.2], [-0.3, -0.2, -1.1], [0.3, -1.0, 0.7], [0.3, 0.9, 1.1], [-0.4, -0.1, -2.1], [0.9, -0.8, 0.9], [-1.1, 0.2, -0.5], [0.7, 0.5, -1.2], [0.4, -0.4, 0.0], [0.0, 0.2, 0.0], [0.0, -0.5, -0.6], [0.0, 0.3, 0.7], [0.1, 0.0, 0.1], [0.1, -0.3, -0.3], [-0.2, 0.1, 0.0], [-0.6, 0.0, 0.5], [-0.1, 0.1, -0.1], [0.0, -0.1, -0.3], [0.3, 0.2, 0.0], [-0.5, 0.3, -0.3], [-0.2, 0.0, 0.4], [0.4, 0.1, 0.3], [-0.3, 0.0, -0.2], [-0.4, 0.4, 0.2], [0.2, 0.0, 0.0], [0.5, 0.1, 0.2], [0.1, -0.1, 0.2], [0.1, 0.2, 0.3], [1.4, -0.7, -1.9], [-0.7, -1.3, 0.5], [0.0, 1.2, 0.8], [-1.4, 0.8, 0.0], [1.2, -0.2, 0.6], [-0.2, 1.7, 0.0], [-2.5, -1.1, -0.2], [0.0, 0.6, 0.3], [0.9, -0.3, 0.3], [1.7, -0.5, -0.9], [-0.7, 0.7, 1.0], [0.0, 0.3, 1.0], [-0.6, 0.3, 0.3], [-0.1, 0.5, 0.2], [0.0, -0.4, 0.1], [0.1, -0.2, -0.2], [0.1, 0.2, -0.4], [-0.3, -0.2, 0.1], [0.0, -0.8, -0.1], [0.0, 0.1, -0.4], [0.0, -0.6, 0.1], [0.1, -0.2, 0.0], [-0.1, -0.2, 0.2], [0.2, 0.2, -0.1], [0.4, -0.2, -0.1], [0.1, 0.0, 0.1], [-0.3, 0.2, -0.1], [-0.1, 0.6, -0.2], [0.3, -0.4, -0.4], [0.6, 0.1, -0.6], [0.8, 0.0, -1.6], [-0.4, 0.1, 0.9], [0.3, -0.8, 0.3], [0.2, 0.1, 0.4], [-0.8, 0.2, 0.3], [0.1, -0.3, 0.0], [-0.4, -0.2, 0.0], [0.3, 0.3, 0.2], [-0.2, 0.0, -0.3], [-0.1, 0.2, 0.5], [0.6, -0.6, -0.6], [-1.0, 0.7, -0.5], [-0.3, 0.1, 0.0], [0.2, -0.2, -0.2], [0.3, -0.2, 0.2], [-0.2, 0.2, 0.4], [0.1, 0.5, 0.6], [0.3, -0.7, -0.5], [-0.7, 0.1, 0.3], [1.3, 0.6, -0.3], [-0.5, 0.7, 0.4], [-0.5, 0.1, 0.4], [0.3, -0.2, -0.2], [0.7, 0.0, 0.4], [0.1, -0.8, -0.1], [-0.4, 0.0, -0.1], [-0.2, -0.5, -0.7]], "mulliken_charge": [-2.078, 2.214, -1.169, -1.424, -0.395, -1.330, 1.488, -2.031, -1.571, 1.414, -0.740, 0.292, 0.551, 0.155, -0.721, 0.011, 0.727, 0.440, 0.332, 0.379, 0.332, 0.295, 0.385, 0.489, 0.574, 0.121, 0.188, 0.311, 0.487, 0.138, -1.666, 1.730, -1.662, -1.277, -0.465, -1.636, 1.259, -1.739, -1.881, 1.646, -0.598, 0.457, 0.441, -0.086, 0.443, 0.376, 0.314, 0.943, -0.229, 0.554, -0.015, 0.243, 0.622, 0.323, 0.316, 0.464, 0.422, 0.114, 0.469, 0.266, -1.310, 2.275, -2.167, -2.089, 1.465, -0.492, 2.171, -2.117, -1.302, 0.127, -0.508, -0.078, 0.434, 0.313, 0.414, 0.439, 0.439, 0.465, 0.442, -0.598, -0.473, -0.160, 0.015, 0.525, 0.340, 0.439, 0.298, -0.234, 0.575, 0.366, -1.542, 1.841, -2.030, -1.404, -0.669, -1.391, 2.379, -1.925, -0.763, -0.097, -0.457, 0.277, 0.325, 0.480, 0.407, 0.446, 0.408, 0.414, 0.439, 0.422, 0.303, 0.139, 0.427, 0.675, 0.360, -0.228, 0.041, -0.160, 0.452, 0.416, -1.943, 0.999, -1.498, -0.056, -1.235, -0.546, 1.049, -1.943, -1.568, 2.352, -0.523, 0.491, -0.236, 0.841, 0.461, 0.130, 0.506, 0.677, -1.111, 0.484, 0.487, -0.565, 0.544, 0.463, 0.404, 0.340, -0.246, 0.610, 0.499, 0.250, -1.742, 1.877, -1.757, -1.659, 0.466, -1.879, 2.066, -1.679, -1.864, -0.063, -0.507, 0.208, 0.568, 0.364, 0.419, 0.267, 0.424, 0.588, 0.276, 0.440, -0.514, 0.344, 0.668, 0.322, 0.433, 0.434, 0.373, 0.408, 0.398, 0.367, -2.365, 1.549, -1.523, -1.217, -1.153, -0.845, 2.217, -1.901, -1.681, 0.539, -0.243, 0.367, 0.371, 0.624, 0.200, 0.484, 0.347, 0.427, 0.421, 0.335, 0.424, 0.083, 0.478, 0.368, 0.502, 0.293, 0.114, 0.721, -0.204, -0.012, -1.084, 2.222, -0.042, -0.835, 0.900, -0.499, 2.534, 0.160, -1.763, 0.213, 0.103, 0.329, 0.117, -0.200, -0.830, -0.976, 1.039, 1.048, -0.991, -0.979, 1.055, -0.250, -0.640, -0.659, -0.926, 0.735, 0.200, 0.009, 0.168, -0.008, -0.788, -0.323, 0.122, -0.222, 0.199, 0.474, 0.159, 0.332, -0.008, -0.727, 0.064, -0.579, -0.037, 0.247, 0.419, 0.374, -0.040, 0.332, -0.383, -0.506, -0.543, 0.438, 0.140, -0.094, 0.286, 0.307, 0.309]}